Computed, not measured: a structure of composition CBr3O2S in a non-equilibrium geometry, with the ωB97M-V functional and the def2-TZVPD basis.

Structure (XYZ):
```
7
CBr3O2S | the OMol25 dataset | the ωB97M-V functional and the def2-TZVPD basis
C 0.63091 0.19722 0.65215
O -0.65294 -0.73546 -2.19854
O -2.00838 0.83830 -0.90764
S -1.21394 -0.36889 -0.91185
Br 0.03780 -1.33165 1.76080
Br 1.01051 1.71617 1.90352
Br 2.19604 -0.31569 -0.29844
```

Summary:
- strongest force on any atom (eV/Å) = 1.77
- net charge = -1
- electronic energy (eV) = -226092.7492
- gap between HOMO and LUMO (alpha / beta) (eV) = 4.679 / 7.218
- energy above the lowest of the compared OMol25 structures with the same formula, charge and spin (kJ/mol) = 0.0
- multiplicity = 3



Computed, not measured: a cluster of 2 separate species, CBrCl2NO2 in total in a non-equilibrium geometry, with the ωB97M-V functional and the def2-TZVPD basis.

Structure (XYZ):
```
7
CBrCl2NO2 | the OMol25 dataset | the ωB97M-V functional and the def2-TZVPD basis
C -0.35096 2.05003 0.17844
N 0.18384 -1.28755 0.73865
O -0.20949 -1.01967 -0.34689
O 0.37417 -2.12268 1.53359
Cl -1.76290 3.01627 0.36272
Cl 0.67892 2.57382 -1.08730
Br 0.63492 1.36366 1.65805
```

Summary:
- strongest force on any atom (eV/Å) = 3.09
- net charge = 0
- electronic energy (eV) = -101703.6190
- gap between HOMO and LUMO (alpha / beta) (eV) = 8.249 / 8.200
- energy above the lowest of the compared OMol25 structures with the same formula, charge and spin (kJ/mol) = 199.3



Computed, not measured: a cluster of 2 separate species, CBrCl2NO2 in total in a non-equilibrium geometry, with the ωB97M-V functional and the def2-TZVPD basis.

Structure (XYZ):
```
7
CBrCl2NO2 | the OMol25 dataset | the ωB97M-V functional and the def2-TZVPD basis
C 0.06311 1.12010 -0.14465
N -0.10129 -1.53052 0.17059
O 0.80309 -1.85834 0.86958
O -0.93151 -1.87900 -0.59927
Cl 0.19455 1.31518 1.67952
Cl -1.50106 0.99974 -0.80242
Br 1.47311 1.83283 -1.17334
```

Summary:
- strongest force on any atom (eV/Å) = 2.73
- net charge = 0
- electronic energy (eV) = -101703.6633
- gap between HOMO and LUMO (alpha / beta) (eV) = 7.964 / 8.678
- energy above the lowest of the compared OMol25 structures with the same formula, charge and spin (kJ/mol) = 195.0



Computed, not measured: the ion CBrClNO5S with charge -1 in a non-equilibrium geometry, with the ωB97M-V functional and the def2-TZVPD basis.

Structure (XYZ):
```
10
CBrClNO5S | the OMol25 dataset | the ωB97M-V functional and the def2-TZVPD basis
O -2.35856 -0.66011 0.73010
S -1.24058 -1.26770 0.06252
O -1.12216 -0.91363 -1.37195
O -0.89576 -2.59963 0.44676
O 0.16031 -0.47088 0.70596
N 0.24932 0.70636 0.17220
O -0.73858 1.42008 -0.03773
C 1.47506 1.19615 0.07798
Cl 1.56763 2.60245 -0.91847
Br 2.90332 -0.01309 0.13263
```

Summary:
- strongest force on any atom (eV/Å) = 3.86
- net charge = -1
- SMILES = O=S(=O)([O-])O/[N+]([O-])=C(/Cl)Br
- electronic energy (eV) = -106162.7847
- gap between HOMO and LUMO (eV) = 8.146
- energy above the lowest of the compared OMol25 structures with the same formula, charge and spin (kJ/mol) = 42.8



Computed, not measured: a structure of composition CBrF2O3S in a non-equilibrium geometry, with the ωB97M-V functional and the def2-TZVPD basis.

Structure (XYZ):
```
8
CBrF2O3S | the OMol25 dataset | the ωB97M-V functional and the def2-TZVPD basis
C -2.31429 1.36457 -1.89952
O 1.33486 0.80578 0.54416
O 1.08297 -1.34951 -0.51667
O 0.14369 -1.01677 1.70870
F -3.07548 1.69400 -0.85048
F 2.63133 -1.12522 1.45900
S 1.14469 -0.68208 0.74090
Br -0.94776 0.30924 -1.18608
```

Summary:
- strongest force on any atom (eV/Å) = 5.08
- net charge = -1
- electronic energy (eV) = -93491.6356
- gap between HOMO and LUMO (eV) = 8.712
- energy above the lowest of the compared OMol25 structures with the same formula, charge and spin (kJ/mol) = 154.3



Computed, not measured: a structure of composition CBrFN2O2 in a non-equilibrium geometry, with the ωB97M-V functional and the def2-TZVPD basis.

Structure (XYZ):
```
7
CBrFN2O2 | the OMol25 dataset | the ωB97M-V functional and the def2-TZVPD basis
C 2.11437 -0.31746 0.24001
N 1.01894 -0.25576 0.51746
N -1.53474 0.24809 0.04106
O -0.99247 1.13565 -0.44507
O -1.42285 -0.59040 0.81040
F -2.94507 0.22551 -0.76445
Br 3.76182 -0.44562 -0.39941
```

Summary:
- strongest force on any atom (eV/Å) = 2.82
- net charge = 0
- electronic energy (eV) = -80866.2221
- gap between HOMO and LUMO (eV) = 11.800
- energy above the lowest of the compared OMol25 structures with the same formula, charge and spin (kJ/mol) = 40.5



Computed, not measured: a cluster of 2 separate species, CBrIN4 in total in a non-equilibrium geometry, with the ωB97M-V functional and the def2-TZVPD basis.

Structure (XYZ):
```
7
CBrIN4 | the OMol25 dataset | the ωB97M-V functional and the def2-TZVPD basis
C -0.41023 -1.66131 0.68636
N -1.08063 -1.34473 1.56852
N -1.36678 2.14764 -0.51561
N -0.40500 1.58485 -0.35883
N 0.36965 0.79465 -0.04056
Br 2.18470 0.99502 -0.62043
I 0.70829 -2.51613 -0.71944
```

Summary:
- strongest force on any atom (eV/Å) = 7.70
- net charge = 0
- electronic energy (eV) = -85136.1682
- gap between HOMO and LUMO (eV) = 8.809
- energy above the lowest of the compared OMol25 structures with the same formula, charge and spin (kJ/mol) = 163.9



Computed, not measured: a structure of composition CBrIOS in a non-equilibrium geometry, with the ωB97M-V functional and the def2-TZVPD basis.

Structure (XYZ):
```
5
CBrIOS | the OMol25 dataset | the ωB97M-V functional and the def2-TZVPD basis
C -0.52895 -0.04396 -0.05258
O -0.06381 -1.10027 0.02850
S 1.01139 1.80089 -0.16086
Br 2.78888 0.62277 -0.14262
I -2.47464 0.64855 -0.17815
```

Summary:
- strongest force on any atom (eV/Å) = 2.75
- net charge = 0
- electronic energy (eV) = -92061.3147
- gap between HOMO and LUMO (eV) = 7.299
- energy above the lowest of the compared OMol25 structures with the same formula, charge and spin (kJ/mol) = 130.7